DFT (ωB97M-V with the def2-TZVPD basis set) results for an isolated molecule of C3H2FNO in a non-equilibrium geometry.

- Kohn-Sham gap: 11.0 eV
- E_LUMO: 0.924 eV
- Maximum force: 5.77 eV Å⁻¹
- SMILES string: Fc1cnoc1
- HOMO: -10.081 eV
- Electronic energy: -345.25997 hartree

Cartesian coordinates (Å):
1 C 0.934 0.035 0.835
2 C -0.960 -0.227 -0.524
3 C 0.206 0.405 -0.701
4 N 0.009 -0.571 1.477
5 O -1.107 -0.758 0.745
6 F 0.802 1.074 -1.693
7 H 1.931 0.399 1.082
8 H -1.815 -0.357 -1.221

Cartesian forces (eV/Å) of the 6 atoms listed first:
C -2.66 1.53 -4.88
C -0.55 0.48 -1.05
C 2.10 -1.40 4.36
N 1.68 0.09 1.09
O -0.06 0.35 -1.50
F -0.76 -0.61 0.53